# C22H17Br42F17Si

C22H17Br42F17Si as an isolated structure in a non-equilibrium geometry (the ωB97M-V functional and the def2-TZVPD basis, the OMol25 dataset).

Geometry (Å):
F (0.67162, -2.08271, -2.24478)
C (-0.61291, -2.34927, -2.56030)
F (-1.44722, -1.98528, -1.56365)
F (-0.71904, -3.69994, -2.71872)
C (-0.98651, -1.71385, -3.92971)
F (-2.26416, -1.99424, -4.26103)
F (-0.22392, -2.38690, -4.84521)
C (-0.63130, -0.20470, -4.14469)
F (-1.20243, 0.18484, -5.30558)
F (0.71537, -0.15916, -4.34247)
C (-0.91800, 0.80272, -3.01403)
F (-0.43389, 2.00941, -3.43617)
F (-0.20904, 0.50922, -1.90307)
C (-2.40622, 1.02888, -2.60461)
F (-3.14760, -0.10480, -2.60795)
F (-2.35905, 1.44689, -1.30839)
C (-3.16700, 2.14360, -3.40398)
F (-2.80189, 3.32418, -2.82961)
F (-2.81079, 2.22364, -4.70316)
C (-4.71698, 2.07713, -3.28570)
F (-5.11878, 1.86278, -2.01001)
F (-5.15381, 3.32837, -3.58821)
C (-5.43379, 1.08638, -4.25601)
F (-6.09599, 1.80440, -5.20283)
F (-4.55672, 0.27096, -4.91294)
Si (-6.77295, -0.05996, -3.41366)
H (-6.81248, -1.30664, -4.20197)
H (-6.36369, -0.45679, -2.05418)
H (-8.06986, 0.63354, -3.43380)
C (1.40425, 3.47807, -0.61702)
Br (2.09030, 4.98257, -1.60770)
Br (2.78425, 2.60007, 0.40451)
Br (-0.07989, 3.96826, 0.50971)
H (1.03827, 2.76319, -1.33712)
C (6.65187, 2.10095, 0.72217)
Br (7.29460, 1.32476, -0.92404)
Br (6.11231, 0.75628, 1.99925)
Br (7.93476, 3.32660, 1.47482)
H (5.77122, 2.67756, 0.47639)
C (5.32184, -2.61508, -0.71870)
Br (5.46852, -3.29251, 1.08037)
Br (4.48138, -0.88183, -0.75579)
Br (7.02738, -2.60356, -1.61993)
H (4.68011, -3.29229, -1.26210)
C (0.15004, 1.11481, -9.10354)
Br (-0.31082, -0.49139, -10.06562)
Br (0.78382, 0.71831, -7.32699)
Br (1.40396, 2.20079, -10.08789)
H (-0.75593, 1.69284, -8.99690)
C (3.01198, -0.45172, 4.88387)
Br (4.56437, -1.56497, 4.59912)
Br (2.59565, 0.61162, 3.32931)
Br (1.49576, -1.48255, 5.48199)
H (3.25718, 0.23797, 5.67959)
C (-3.00762, 7.30804, 1.34119)
Br (-3.45939, 5.70348, 0.37407)
Br (-2.23023, 6.90076, 3.05864)
Br (-1.86960, 8.46439, 0.30102)
H (-3.92780, 7.84281, 1.52382)
C (-5.19322, -0.99280, 1.52317)
Br (-5.55449, -2.67168, 0.64567)
Br (-4.55025, -1.26123, 3.32445)
Br (-3.97702, 0.07488, 0.48222)
H (-6.12860, -0.45709, 1.59516)
C (-1.50033, -3.43914, 8.36281)
Br (-1.76441, -2.20976, 6.89829)
Br (-2.01197, -5.23779, 7.90357)
Br (0.30360, -3.36148, 9.03725)
H (-2.15393, -3.11911, 9.16065)
C (10.29992, 5.93348, -1.14300)
Br (8.48332, 6.46803, -0.78365)
Br (11.37947, 5.97131, 0.45506)
Br (10.37221, 4.21425, -2.01103)
H (10.71568, 6.65750, -1.82862)
C (-0.19113, -8.06916, 5.08571)
Br (0.89248, -8.97189, 6.39813)
Br (0.26934, -6.20255, 4.93908)
Br (-0.12732, -8.95523, 3.37176)
H (-1.21536, -8.12065, 5.42991)
C (-3.37392, -10.81941, 3.83725)
Br (-4.76558, -9.78853, 2.99149)
Br (-3.38222, -10.58900, 5.75261)
Br (-3.45365, -12.68005, 3.33879)
H (-2.43041, -10.43299, 3.47945)
C (0.27964, 2.95892, 5.96304)
Br (-0.74739, 1.93511, 4.69023)
Br (0.97293, 1.85353, 7.38350)
Br (1.68078, 3.97530, 5.11209)
H (-0.39693, 3.66870, 6.41510)
C (7.73469, 8.05208, -4.29744)
Br (9.27049, 6.92742, -4.60913)
Br (7.30854, 9.11732, -5.84646)
Br (6.21581, 7.03013, -3.69657)
H (7.99483, 8.73442, -3.50119)
C (-5.36800, -5.18802, 3.83634)
Br (-6.32648, -5.02504, 5.50079)
Br (-3.58651, -5.86586, 4.09703)
Br (-6.33273, -6.25229, 2.55327)
H (-5.27545, -4.19253, 3.42321)

LUMO level (Ha): -0.011
Orbital gap (eV): 9.6
Total energy (eV): -3018943.762
HOMO (eV): -9.9

These are the Mulliken partial charges, in e, on atoms 1 to 8:
1. F -0.25
2. C 0.55
3. F -0.14
4. F -0.28
5. C 0.55
6. F -0.21
7. F -0.30
8. C 0.58

---

# C9H14N3O

C9H14N3O as an isolated structure in a non-equilibrium geometry (the ωB97M-V functional and the def2-TZVPD basis, the OMol25 dataset).

Geometry (Å):
C (1.53791, 1.62068, -0.41635)
C (-0.12918, 0.69955, -0.00053)
C (2.39851, 0.46413, -0.01756)
C (1.76511, 2.88410, -0.61812)
C (-3.46082, 1.97916, 0.63601)
C (-2.47427, 1.11508, 0.37152)
C (-0.73731, -2.17052, -1.27495)
C (2.15462, -1.89907, 0.82359)
C (-0.65275, -1.75641, 0.14816)
N (0.22855, -0.48820, 0.29594)
N (1.62117, -0.74703, 0.17495)
N (-1.17119, 1.45836, -0.00572)
O (3.58697, 0.33359, 0.01867)
H (2.78255, 3.24792, -0.77227)
H (0.95222, 3.64408, -0.63307)
H (-4.53658, 1.63878, 0.82299)
H (-3.31425, 3.09158, 0.50646)
H (-2.58780, 0.08259, 0.65163)
H (0.25385, -2.21804, -1.66446)
H (-1.19062, -3.11305, -1.37668)
H (-1.34359, -1.51230, -1.88339)
H (2.21439, -2.84647, 0.21299)
H (3.26097, -1.73166, 0.96928)
H (1.70427, -1.97350, 1.83561)
H (-1.55742, -1.63391, 0.70902)
H (-0.19623, -2.59987, 0.59350)
H (-1.10910, 2.43041, -0.10723)

LUMO level (Ha): -0.150
Orbital gap (eV): 8.6
Charge: +1
Total energy (eV): -16066.981
HOMO (eV): -12.7

These are the Mulliken partial charges, in e, on atoms 1 to 8:
1. C 0.17
2. C 0.68
3. C 0.51
4. C -0.77
5. C -0.94
6. C 0.25
7. C -1.14
8. C -1.11

---

# C2HClO2

One molecule with the formula C2HClO2 in a non-equilibrium geometry (the ωB97M-V functional and the def2-TZVPD basis, the OMol25 dataset).

Geometry (Å):
C (-0.67615, -0.46508, 0.21947)
C (0.56087, 0.31289, 0.17273)
O (-0.60999, -1.49492, -0.40070)
O (0.21614, 1.96230, -0.37200)
Cl (2.00416, -0.26447, -0.23651)
H (-1.49503, -0.05073, 0.61701)

LUMO level (alpha / beta) (Ha): -0.096 / -0.096
Orbital gap (alpha / beta) (eV): 7.9 / 7.9
Total energy (eV): -18701.382
HOMO (alpha / beta) (eV): -10.5 / -10.5
SMILES: O=CC(=O)Cl

Per-atom Mulliken charges, elementary charge units:
1. C 0.03
2. C 0.37
3. O -0.39
4. O -0.46
5. Cl 0.01
6. H 0.44

---

# C8H10NiO5

C8H10NiO5 as an isolated structure in a non-equilibrium geometry (the ωB97M-V functional and the def2-TZVPD basis, the OMol25 dataset).

Geometry (Å):
Ni (-0.04049, 1.22657, -0.49676)
C (-0.08119, 1.96678, 1.11686)
O (0.02176, 2.28251, 2.22164)
C (-0.12575, 2.73816, -1.38119)
O (0.01166, 3.78243, -1.83970)
C (-1.88743, 0.90120, -0.55857)
O (-3.04102, 0.83818, -0.42870)
C (1.99688, 1.07592, -0.67372)
O (3.08403, 0.79454, -0.36422)
C (0.00878, -0.87314, -2.03735)
H (0.95292, -1.41626, -1.91231)
H (-0.92785, -1.41058, -1.84955)
C (-0.00237, 0.34907, -2.64280)
H (-0.91952, 0.77137, -3.07611)
H (0.91779, 0.77240, -3.06986)
C (0.03918, -1.91440, 2.74614)
C (-0.45831, -1.24013, 1.47196)
O (0.88744, -0.83659, 1.00586)
H (0.84521, -2.62185, 2.44096)
H (-0.75902, -2.41362, 3.31380)
H (0.54762, -1.13384, 3.36047)
H (-1.02015, -1.89071, 0.77451)
H (-1.15873, -0.41575, 1.68739)
H (1.10854, -1.33229, 0.19125)

LUMO level (alpha / beta) (Ha): -0.338 / -0.409
Multiplicity: 3
Orbital gap (alpha / beta) (eV): 9.3 / 7.3
Charge: +2
Total energy (eV): -59716.463
HOMO (alpha / beta) (eV): -18.5 / -18.4

These are the Mulliken partial charges, in e, on atoms 1 to 8:
1. Ni 0.64
2. C 0.46
3. O -0.08
4. C 0.27
5. O -0.09
6. C 0.31
7. O -0.12
8. C 0.28

---

# C33H31N5O6SSeY

C33H31N5O6SSeY as an isolated structure (the ωB97M-V functional and the def2-TZVPD basis, the OMol25 dataset).

Geometry (Å):
Y (0.98094, 0.45526, 0.86418)
C (3.87198, -2.56191, 2.40104)
C (3.13440, -1.25874, 2.57017)
O (2.86623, -0.63275, 1.47726)
C (2.80360, -0.79955, 3.82112)
C (2.15184, 0.45140, 4.06420)
C (2.09066, 0.95683, 5.47999)
N (1.62489, 1.13893, 3.09424)
N (1.08597, 2.36981, 3.46501)
C (0.75008, 3.04248, 2.40604)
O (0.92814, 2.66048, 1.17658)
C (0.07190, 4.35553, 2.62213)
C (-0.31220, 4.77198, 3.89551)
C (-0.96575, 5.98111, 4.06948)
C (-1.24584, 6.79101, 2.97446)
C (-0.86698, 6.38003, 1.70463)
C (-0.21383, 5.16716, 1.52934)
H (4.77759, -2.39438, 1.81465)
H (3.23740, -3.24942, 1.83668)
H (4.13323, -3.01913, 3.35439)
H (3.10502, -1.38431, 4.67858)
H (2.57920, 0.25840, 6.15746)
H (1.04777, 1.08737, 5.77281)
H (2.56166, 1.93635, 5.55854)
H (-0.09528, 4.12752, 4.73634)
H (-1.26474, 6.29290, 5.06308)
H (-1.75949, 7.73495, 3.11176)
H (-1.08200, 7.00435, 0.84549)
H (0.08345, 4.82399, 0.54725)
C (-2.85541, 2.41589, -0.29309)
C (-2.12284, 1.15519, -0.64633)
O (-1.03100, 0.89607, -0.13984)
N (-2.67449, 0.32242, -1.53358)
C (-1.99014, -0.86952, -1.98359)
C (-1.12334, -0.67093, -3.20172)
C (-0.81335, -1.77348, -3.99445)
C (0.04894, -1.60654, -5.06157)
C (0.56909, -0.34394, -5.30491)
C (0.18957, 0.69176, -4.46678)
N (-0.64316, 0.54575, -3.43842)
H (-2.64497, 2.65579, 0.74666)
H (-3.92994, 2.32784, -0.44873)
H (-2.46275, 3.22131, -0.91647)
H (-3.56765, 0.56500, -1.92423)
H (-2.72697, -1.65142, -2.16282)
H (-1.35973, -1.23482, -1.17150)
H (-1.21931, -2.74646, -3.74777)
H (0.32294, -2.45229, -5.68101)
H (1.26429, -0.16355, -6.11367)
H (0.58252, 1.69091, -4.62174)
O (-0.04922, -3.20400, -1.08990)
C (0.99992, -2.64003, -1.38625)
N (1.42199, -1.49630, -0.80570)
S (2.88733, -0.89514, -1.19101)
O (2.66025, 0.55508, -1.00230)
O (2.85305, -1.04261, -2.87659)
C (2.66608, -2.34636, -3.25779)
C (3.30526, -2.79606, -4.40589)
C (3.08521, -4.09305, -4.83831)
C (2.23558, -4.94006, -4.13184)
C (1.59825, -4.47435, -2.99462)
C (1.80875, -3.17728, -2.54175)
H (3.95676, -2.11999, -4.94355)
H (3.58276, -4.44898, -5.73220)
H (2.07162, -5.95287, -4.47645)
H (0.90271, -5.08707, -2.43551)
Se (-0.91032, -0.74402, 2.68975)
C (-2.50541, -1.15429, 1.72587)
C (-3.62806, -0.32682, 1.84314)
C (-4.81307, -0.62011, 1.18218)
C (-4.91109, -1.75475, 0.38516)
C (-3.80533, -2.58856, 0.26772)
C (-2.61876, -2.29470, 0.92655)
H (-3.56295, 0.55356, 2.47190)
H (-5.66629, 0.03999, 1.29926)
H (-5.83740, -1.99326, -0.12437)
H (-3.86203, -3.48111, -0.34643)
H (-1.75772, -2.93953, 0.80203)

LUMO level (Ha): 0.091
Orbital gap (eV): 6.7
Charge: -1
Total energy (eV): -131692.821
HOMO (eV): -4.3

These are the Mulliken partial charges, in e, on atoms 1 to 8:
1. Y 1.34
2. C -1.32
3. C 1.10
4. O -0.63
5. C -1.41
6. C 1.25
7. C -1.47
8. N 0.40

---

# C9H12N2OS

C9H12N2OS as an isolated structure in a non-equilibrium geometry (the ωB97M-V functional and the def2-TZVPD basis, the OMol25 dataset).

Geometry (Å):
C (2.91414, -0.44356, 1.24944)
C (3.78447, -0.76861, 0.31943)
C (-0.47494, 0.47718, -0.80107)
C (0.70851, 0.48801, 1.37723)
C (-0.68634, 0.43840, 0.59716)
C (1.29328, -1.01324, -0.82290)
C (-1.32003, 1.21047, -1.78791)
C (-1.57328, 1.39404, 1.25688)
C (0.61913, -2.35268, -0.70955)
N (0.52325, -0.06051, -1.39914)
N (1.54383, -0.43881, 1.03849)
O (0.92341, 1.43910, 2.11621)
S (3.06768, -1.13591, -1.24830)
H (3.25960, -0.07347, 2.27116)
H (4.82641, -1.10490, 0.35235)
H (-1.10294, -0.55985, 0.72500)
H (-1.65908, 2.23283, -1.60795)
H (-2.32855, 0.69286, -1.87188)
H (-1.00168, 1.18649, -2.74604)
H (-1.23447, 2.49553, 1.12774)
H (-1.39832, 1.25363, 2.32818)
H (-2.54058, 1.32442, 0.91466)
H (0.94146, -3.06460, -1.35460)
H (-0.49162, -2.15791, -0.76205)
H (0.80908, -2.75396, 0.29163)

LUMO level (Ha): 0.010
Orbital gap (eV): 8.3
Total energy (eV): -25387.765
HOMO (eV): -8.0

These are the Mulliken partial charges, in e, on atoms 1 to 8:
1. C -0.43
2. C -0.17
3. C 0.54
4. C 0.48
5. C 0.98
6. C 0.65
7. C -1.61
8. C -1.95

---

# C4H2Br2O

One molecule with the formula C4H2Br2O in a non-equilibrium geometry (the ωB97M-V functional and the def2-TZVPD basis, the OMol25 dataset).

Geometry (Å):
C (1.21986, 0.14679, 0.23551)
C (1.58034, -0.93603, -0.38546)
C (-1.10753, 0.71540, -0.37313)
C (-0.24754, 0.07837, 0.50781)
O (-1.05340, 1.22081, -1.44341)
Br (1.24244, -2.60967, -0.90516)
Br (-2.84988, 0.94816, 0.70097)
H (1.81372, 1.03002, 0.39228)
H (-0.59800, -0.59385, 1.27058)

LUMO level (alpha / beta) (Ha): -0.077 / -0.041
Orbital gap (alpha / beta) (eV): 6.9 / 8.4
Total energy (eV): -146308.276
HOMO (alpha / beta) (eV): -9.0 / -9.5

These are the Mulliken partial charges, in e, on atoms 1 to 8:
1. C -0.12
2. C -0.18
3. C 0.72
4. C -0.59
5. O -0.43
6. Br 0.03
7. Br -0.29
8. H 0.37

---

# C7H14S

One molecule with the formula C7H14S in a non-equilibrium geometry (the ωB97M-V functional and the def2-TZVPD basis, the OMol25 dataset).

Geometry (Å):
C (1.51751, -1.12874, 0.54837)
C (1.09790, -1.67940, -0.68213)
C (1.55867, -1.08650, -1.89843)
C (1.25380, -1.48261, -3.17345)
H (2.20268, -0.28706, 0.39117)
H (1.91252, -1.83254, 1.27091)
H (0.47975, -2.56331, -0.78004)
H (2.18270, -0.20406, -1.76501)
H (1.59834, -0.92309, -4.02167)
H (0.60706, -2.35016, -3.24186)
C (-0.14512, 2.57121, 0.17417)
C (-0.98804, 1.81959, 1.16902)
S (-0.32861, -0.19277, 1.29368)
C (-2.25931, -0.60304, 1.86594)
H (-0.42961, 3.62305, 0.15238)
H (-0.32649, 2.13626, -0.80913)
H (0.93116, 2.47690, 0.37894)
H (-2.03286, 1.69127, 0.88819)
H (-0.88740, 2.07626, 2.23198)
H (-2.30624, -0.51630, 2.96270)
H (-3.03676, 0.06957, 1.43964)
H (-2.60165, -1.61454, 1.60461)

LUMO level (Ha): 0.004
Orbital gap (eV): 7.0
Total energy (eV): -18316.418
HOMO (eV): -6.8

These are the Mulliken partial charges, in e, on atoms 1 to 8:
1. C -0.96
2. C 0.06
3. C 0.01
4. C -0.86
5. H 0.28
6. H 0.39
7. H 0.31
8. H 0.15